[1]
10
Properties=species:S:1:pos:R:3 method="wB97M-V/def2-TZVPD" relative_energy_kcal_mol=83.7 e_homo_ev=-9.004 multiplicity=1 gap_ev=8.7
S -1.97 -0.23 -0.03
S 0.86 -1.34 -0.09
O 0.27 2.02 -0.25
C 0.50 0.84 0.44
C 1.81 0.22 -0.01
C -0.49 -0.22 0.22
H 0.52 1.11 1.45
H -0.70 1.91 -0.79
H 3.03 0.55 0.47
H 1.92 0.22 -1.21

---

[2]
80
Properties=species:S:1:pos:R:3 method="wB97M-V/def2-TZVPD" relative_energy_kcal_mol=0.0 e_homo_ev="-7.563 / -7.416" multiplicity=1 gap_ev="6.0 / 5.8"
Ir -0.87 -1.27 -0.12
Se -3.24 -1.73 1.58
Se 3.63 4.12 2.74
Ge 0.74 -3.80 -1.37
S 0.54 1.22 -3.00
Si -3.74 0.10 2.94
O 1.25 0.64 -4.11
O -0.48 2.20 -3.25
N -1.54 -0.33 -3.92
N 5.05 3.86 -0.23
N -0.13 -0.01 -2.09
N 3.62 2.34 2.81
N -2.01 -1.24 -1.79
N 0.53 -1.12 1.35
N 2.07 4.16 1.88
N -1.07 0.81 0.35
C -3.17 -1.69 -2.24
C 0.43 2.57 1.06
C 1.25 -2.07 1.94
C -2.66 -0.81 -4.37
C 2.80 1.23 -1.43
C 0.09 1.19 0.96
C 2.41 -1.81 2.64
C -1.22 -0.51 -2.64
C -1.88 1.71 -0.15
C 1.81 3.37 -1.87
C -5.00 1.17 1.97
C -4.63 -0.54 4.50
C -0.87 -3.34 -0.23
C 1.77 1.99 -1.96
C 3.87 1.85 -0.81
C 1.13 -5.73 -0.98
C 0.92 0.19 1.49
C -1.61 3.08 -0.10
C 0.37 -3.52 -3.30
C 2.50 1.90 2.25
C -3.57 -1.49 -3.55
C -0.43 3.50 0.50
C 2.42 -2.82 -0.96
C 3.93 3.25 -0.74
C 2.88 -0.51 2.72
C 2.88 4.00 -1.27
C -2.18 1.09 3.41
C 1.65 2.92 1.72
C 2.14 0.52 2.17
H 2.76 0.16 -1.52
H 5.66 3.32 0.36
H 1.42 -5.84 0.06
H 2.85 -3.12 -0.01
H -1.29 0.48 3.31
H -2.85 -0.67 -5.42
H -4.56 1.59 1.08
H -4.02 -1.23 5.08
H 3.14 -3.02 -1.74
H -3.78 -2.22 -1.52
H -5.55 -1.07 4.23
H -5.86 0.58 1.68
H 2.23 -1.75 -0.94
H -1.75 -3.73 -0.75
H -4.51 -1.86 -3.91
H 1.95 -6.09 -1.59
H -5.34 1.98 2.60
H 0.38 -2.46 -3.53
H 4.67 1.26 -0.39
H -2.25 1.43 4.44
H 2.91 5.08 -1.21
H -0.59 -3.92 -3.60
H -4.90 0.29 5.14
H -2.30 3.78 -0.54
H 1.00 3.94 -2.30
H 0.87 -3.08 1.85
H 2.95 -2.64 3.08
H 0.27 -6.36 -1.17
H 1.14 -4.00 -3.89
H 3.81 -0.28 3.23
H -2.78 1.34 -0.63
H 4.99 4.85 -0.03
H -0.80 -3.89 0.71
H -0.16 4.55 0.55
H -2.07 1.96 2.78

---

[3]
73
Properties=species:S:1:pos:R:3 method="wB97M-V/def2-TZVPD" relative_energy_kcal_mol=26.5 e_homo_ev="-6.853 / -7.588" multiplicity=6 s_squared=8.7599 gap_ev="6.9 / 7.6"
Te 4.40 0.81 -0.52
Mn 0.09 0.86 -2.16
Cl 1.32 1.26 -5.40
S 3.03 1.27 -2.31
O -1.51 0.45 -1.06
O -3.62 1.77 0.11
N 0.94 -1.05 -1.50
N 1.11 3.79 -2.46
N -0.67 3.52 -1.11
C 0.26 -1.94 -0.88
C -0.34 -4.15 -1.87
C 1.92 -5.48 -1.14
C -2.69 3.61 1.99
C -0.72 -1.52 0.06
C 0.27 3.00 -1.87
C -1.92 2.60 4.41
C 2.93 0.39 0.91
C -2.49 -0.11 1.02
C -2.04 3.98 4.28
C -3.00 1.30 1.04
C 0.99 1.10 2.22
C 1.67 -1.27 2.17
C -0.15 0.84 -4.32
C 1.75 -4.16 -0.74
C 2.74 -0.35 -3.04
C -2.47 4.51 3.04
C 0.56 -3.47 -1.09
C -2.65 -1.01 2.03
C -2.56 2.24 2.13
C 0.79 -0.21 2.54
C 0.89 5.22 -2.43
C 2.72 -0.99 1.30
C -0.08 -5.44 -2.39
C -1.89 -2.18 2.17
C 1.03 -6.15 -1.91
C -0.91 -2.33 1.21
C -2.13 -3.15 3.20
C 2.05 -1.45 -2.28
C -2.13 1.73 3.36
C -1.58 -0.32 -0.05
C 2.15 1.40 1.38
H -1.61 2.14 5.36
H -2.54 5.56 2.79
H -1.40 2.91 -0.84
H 1.47 -2.30 2.39
H -0.01 5.40 -3.09
H -3.03 3.94 0.99
H -0.27 -3.21 1.20
H 1.66 5.71 -2.98
H -3.16 -3.42 3.14
H -0.08 -0.46 3.14
H 2.45 -3.63 -0.09
H 2.79 -1.88 -1.63
H -1.25 -3.63 -2.24
H -1.89 -2.66 4.22
H -1.87 0.75 3.53
H -1.54 -4.08 3.11
H -0.72 1.86 -4.25
H 2.33 2.40 1.02
H 1.74 3.46 -3.12
H 0.35 1.90 2.53
H -0.75 -5.75 -3.14
H 0.72 5.55 -1.44
H 1.91 -2.15 -3.04
H -3.32 -0.75 2.94
H 2.88 -5.93 -0.95
H 3.27 -1.79 0.83
H 2.20 -0.22 -3.98
H 3.75 -0.75 -3.24
H -0.89 4.53 -1.18
H -1.75 4.66 5.08
H -0.66 0.13 -4.96
H 1.16 -7.21 -2.17